1.
The following is a DFT calculation (ωB97M-V/def2-TZVPD) of 5 unconnected molecules or ions with the total composition C19H26Cl8O5.

Output
* energy relative to the best compared isomer or geometry (same formula, charge and spin): 0.0 kcal per mole
* SMILES string: C[C@@]1(CCC(=O)O)OC(=O)O[C@@H]1CCc1ccccc1.ClCCl.ClCCl.ClCCl.ClCCl
* HOMO-LUMO gap: 0.3590 Eh
* LUMO energy: 0.339 eV

The geometry in ORCA input format:
```
! RIJCOSX wB97M-V def2-TZVPD def2/J DEFGRID3
* xyz 0 1
Cl -7.7573 3.6106 -2.5130
Cl 4.4309 -0.6922 5.8262
Cl 3.3974 -0.4687 -4.1669
Cl 2.2203 0.9841 4.8924
Cl -5.4501 3.8946 -0.7323
Cl 5.7106 -0.2910 -2.3834
Cl 8.9569 -0.3869 -4.4737
Cl 10.7642 -1.0056 -2.2558
O 2.8038 0.7349 1.4150
O -0.7381 -4.2755 2.3709
O 0.3906 -2.9213 0.9165
O -1.6190 -3.5286 0.3983
O 2.0626 1.4522 -0.5638
C -3.5980 1.0505 -0.5710
C -3.9728 -0.1802 -0.0350
C -0.0815 -0.8187 1.8367
C -6.7219 4.7425 -1.6360
C 4.4826 0.6104 -3.2841
C -0.2299 -1.6353 0.5596
C -4.4174 -0.2913 1.2816
C -0.6582 -3.6719 1.3647
C 3.4896 -0.1637 4.4288
C -3.6661 2.1983 0.2141
C -2.3448 -1.7516 -1.0584
C 9.2364 -0.2558 -2.7338
C -4.4753 0.8553 2.0704
C -1.7014 -2.0772 0.2632
C 2.0858 -0.9008 -0.3248
C 0.5863 -1.1126 -0.6145
C 2.3048 0.5218 0.1487
C -4.0866 2.0703 1.5309
C -3.8521 -1.4249 -0.9016
H 9.2649 0.7934 -2.4648
H -4.3694 -2.2645 -0.4346
H -6.2556 5.4119 -2.3494
H -4.6840 -1.2778 1.6406
H -2.1742 -2.5292 -1.8023
H -4.1081 2.9637 2.1463
H 8.4284 -0.7541 -2.2147
H -3.2563 1.0645 -1.6005
H 2.5111 -1.6425 0.3471
H -2.2437 -1.7828 1.1646
H 4.9790 1.2624 -3.9930
H 2.0978 1.1965 1.8925
H 0.9798 -0.7414 2.0607
H -7.3328 5.3047 -0.9392
H -0.5680 -1.3117 2.6789
H -3.3439 3.1250 -0.2260
H -1.9037 -0.8375 -1.4620
H 0.4621 -1.7860 -1.4627
H -0.5147 0.1824 1.7343
H -4.7942 0.7546 3.1000
H 3.8964 1.1941 -2.5819
H 2.5934 -0.9435 -1.2855
H -4.2945 -1.2488 -1.8823
H 0.1620 -0.1466 -0.9009
H 4.1519 0.3201 3.7218
H 3.0235 -1.0296 3.9735
*
```

2.
The following is a DFT calculation (ωB97M-V/def2-TZVPD) of a molecular structure, C19H26F5N6O5PZn.

Output
* energy relative to the best compared isomer or geometry (same formula, charge and spin): 25.1 kcal per mole
* HOMO-LUMO gap: 0.2955 Eh
* LUMO energy: 0.105 eV

The geometry in ORCA input format:
```
! RIJCOSX wB97M-V def2-TZVPD def2/J DEFGRID3
* xyz 0 1
Zn 9.5111 9.5404 11.9810
P 6.6848 5.0730 6.6670
F 11.8994 11.8145 12.2876
F 14.2242 10.0310 15.8738
F 12.1548 8.0139 16.2138
F 10.1739 7.8790 14.4266
F 14.1159 11.6339 13.8206
O 7.7859 5.3238 5.4857
O 9.2021 8.0990 10.8461
O 7.1218 6.4193 7.5685
O 5.4045 5.5847 5.8496
O 7.7495 9.3848 13.5204
N 15.2852 9.1456 9.1681
N 14.2794 9.8597 8.5915
N 13.3941 9.1902 10.4031
N 14.4260 10.4936 7.3884
N 9.1184 10.9606 10.5953
N 13.1635 9.9046 9.2994
C 6.7074 10.7055 10.8346
C 13.1250 10.7647 14.0049
C 11.9448 10.8393 13.2504
C 10.0215 12.3331 8.7970
C 7.8807 11.4325 10.2459
C 13.1576 9.9300 15.0504
C 10.1507 11.4027 9.8556
C 6.3859 9.8249 13.2610
C 5.3278 6.8098 5.0663
C 10.3202 7.6540 10.1010
C 7.6755 12.3920 9.2005
C 6.4489 11.0447 12.3224
C 6.4115 6.8222 8.7829
C 10.9929 9.8524 13.3248
C 11.1178 8.8784 14.3004
C 9.1726 4.9286 5.5870
C 14.6376 8.6925 10.3022
C 8.7751 12.9282 8.5458
C 12.2027 8.8754 15.1713
H 10.9274 12.5932 8.1952
H 10.7041 6.7568 10.6618
H 5.7823 10.9488 10.2142
H 7.2539 11.6969 12.7089
H 15.3763 10.4249 7.0079
H 11.1620 8.3077 9.9874
H 6.6346 12.7525 9.0439
H 5.7386 6.5614 4.0838
H 9.4409 4.4325 6.5117
H 7.0308 6.5693 9.6825
H 9.9665 7.3330 9.1448
H 5.9581 7.5433 5.5538
H 4.2601 7.0985 5.0175
H 5.9316 10.1872 14.2373
H 7.8719 8.6145 14.0469
H 6.9190 9.6195 10.5524
H 13.6112 10.8182 7.0191
H 6.3307 7.8914 8.7280
H 9.7887 5.8755 5.5780
H 5.4296 6.2923 8.8906
H 5.5692 11.6694 12.3871
H 11.0627 10.8432 10.0102
H 5.7661 8.9651 12.8928
H 8.6031 13.7780 7.9043
H 15.0713 7.9751 10.9934
H 9.5518 4.3492 4.6912
*
```

3.
The following is a DFT calculation (ωB97M-V/def2-TZVPD) of a single C19H26FN3O3S molecule.

Output
* energy relative to the best compared isomer or geometry (same formula, charge and spin): 2.8 kcal per mole
* SMILES string: CC(C)C[C@H](NC(=O)OC(C)(C)C)c1nnc(SCc2cccc(F)c2)o1
* HOMO-LUMO gap: 0.3433 Eh
* LUMO energy: 0.663 eV

The geometry in ORCA input format:
```
! RIJCOSX wB97M-V def2-TZVPD def2/J DEFGRID3
* xyz 0 1
S 0.5843 -3.3049 0.7801
F 4.9764 -0.2711 1.4998
O -0.4916 1.6369 1.2454
O -1.2840 -1.4086 0.7808
O -0.6625 3.2715 -0.3306
N -1.1935 -0.6324 -1.2640
N -2.3110 1.8152 -0.0944
N -0.2838 -1.6227 -1.1653
C 2.6143 -1.3271 -1.6734
C -1.7685 -0.5188 -0.1138
C 3.4895 -1.8008 0.5121
C 0.6015 4.4172 1.4204
C -4.1398 0.2205 -0.3815
C 3.3328 -0.1444 -1.7083
C 0.6084 3.8966 -0.0159
C -5.9983 -1.3729 -0.8641
C 0.7035 5.0560 -1.0081
C 1.7506 2.9057 -0.2386
C 4.1963 -0.6161 0.4542
C 2.6897 -2.1622 -0.5657
C -1.0724 2.1967 0.3482
C -4.6855 -1.1858 -0.1055
C -0.3520 -2.0575 0.0555
C 4.1330 0.2251 -0.6419
C 1.8917 -3.4237 -0.5079
C -4.8988 -1.4338 1.3860
C -2.7897 0.4965 0.2799
H -4.8533 0.9669 -0.0275
H -2.5821 2.1635 -1.0016
H -3.9543 -1.4520 1.9230
H -3.9630 -1.9181 -0.4836
H -2.8687 0.4721 1.3719
H -6.7448 -0.6667 -0.5073
H 2.7031 3.4122 -0.1111
H -0.2410 5.0890 1.5704
H 1.5236 4.9562 1.6183
H -6.3815 -2.3796 -0.7180
H 1.9786 -1.5984 -2.5006
H -0.1356 5.7327 -0.8709
H 1.6969 2.4939 -1.2441
H -5.3877 -2.3933 1.5375
H 3.5543 -2.4245 1.3906
H -4.0162 0.3428 -1.4602
H 3.2662 0.4971 -2.5734
H -5.5295 -0.6573 1.8135
H 0.6790 4.6774 -2.0264
H 0.5198 3.5889 2.1187
H 1.3937 -3.6320 -1.4521
H 4.6965 1.1442 -0.6467
H 1.6875 2.0883 0.4742
H 2.4952 -4.2756 -0.1962
H 1.6293 5.6017 -0.8532
H -5.8538 -1.2134 -1.9300
*
```

4.
The following is a DFT calculation (ωB97M-V/def2-TZVPD) of a molecular structure, C19H26N2NiSSbTe.

Output
* energy relative to the best compared isomer or geometry (same formula, charge and spin): 7.8 kcal per mole
* HOMO-LUMO gap (alpha / beta): 0.2705 / 0.2287 Eh
* LUMO energy (alpha / beta): -3.177 / -4.545 eV

The geometry in ORCA input format:
```
! RIJCOSX wB97M-V def2-TZVPD def2/J DEFGRID3
* xyz 1 3
Te -1.9009 -0.2493 -2.1695
Sb 1.9361 0.3466 -0.2321
Ni -0.5119 0.6903 -0.3699
S -2.6967 -3.3718 -2.7568
N -1.4113 0.6660 1.4908
N -1.5989 2.5636 -0.3826
C -1.4692 -2.1754 -2.7667
C -0.3324 -2.6462 -3.3711
C -2.1972 -0.4726 3.4387
C 2.9019 -0.1697 -2.0656
C -4.9545 1.5890 2.0109
C 2.4969 -2.4568 0.8792
C -1.2213 -0.1880 2.4671
C -2.7829 2.2530 0.3787
C 2.7311 2.5389 1.7474
C -3.4266 0.1091 3.3274
C -5.1180 2.4213 0.9438
C 3.0195 2.1114 0.3073
C -4.0136 2.7763 0.1309
C 2.8933 -0.9988 1.1214
C -3.6843 1.0112 2.2679
C -2.6167 1.3051 1.4102
C 4.4261 -0.2665 -1.9676
C -1.6978 -4.5027 -3.5473
C -0.4651 -3.9878 -3.8207
H 2.5928 0.5893 -2.7861
H -5.7881 1.3378 2.6552
H 4.0756 1.8718 0.1732
H -1.8253 3.0915 -1.2168
H 2.6353 -0.6727 2.1302
H -1.9688 -1.1644 4.2370
H 2.9813 -3.1163 1.6010
H 3.9670 -0.8486 0.9945
H 2.9861 1.7535 2.4618
H 4.7402 -1.0039 -1.2263
H -0.2579 -0.6859 2.4921
H 2.7907 -2.7926 -0.1177
H 2.4639 -1.1176 -2.3831
H 0.3142 -4.5399 -4.3288
H 3.3178 3.4199 2.0134
H -2.0645 -5.4944 -3.7680
H -4.2141 -0.1141 4.0374
H 4.8771 0.6902 -1.6994
H 1.6769 2.7894 1.8947
H -4.1507 3.4753 -0.6865
H 4.8540 -0.5682 -2.9256
H -6.0921 2.8367 0.7196
H 1.4181 -2.6045 0.9702
H 2.7659 2.8993 -0.4025
H -0.9631 3.1200 0.1818
H 0.5622 -2.0479 -3.4928
*
```

5.
The following is a DFT calculation (ωB97M-V/def2-TZVPD) of a molecular structure, C19H26N2O4Pd.

Output
* energy relative to the best compared isomer or geometry (same formula, charge and spin): 5.2 kcal per mole
* HOMO-LUMO gap (alpha / beta): 0.3387 / 0.2300 Eh
* LUMO energy (alpha / beta): -5.732 / -9.073 eV

The geometry in ORCA input format:
```
! RIJCOSX wB97M-V def2-TZVPD def2/J DEFGRID3
* xyz 2 5
Pd -0.3433 -0.5808 1.0506
O -3.0895 0.5147 -2.2354
O -1.5852 4.6077 -2.6111
O -1.6819 -1.2359 3.7644
O 0.5579 -1.4757 3.4571
N -0.1292 1.4172 0.4726
N -3.0452 2.8987 -2.4576
C 2.2913 -0.5850 -0.7778
C 3.4615 -1.7259 1.2571
C 3.2762 0.4722 -1.0739
C 0.4402 -1.9674 -0.9410
C 1.1000 -0.8419 -1.5271
C 1.2493 -2.4343 0.1429
C 2.3824 -1.5685 0.2624
C -1.9423 3.5967 -2.0537
C 1.0314 -3.6692 0.9320
C -0.5694 -1.2394 3.1213
C -1.1227 3.1093 -0.8797
C -1.5941 -1.5846 5.2048
C -0.4313 4.0783 -0.1484
C -3.6657 1.7619 -1.8447
C 0.4059 3.6887 0.8899
C 0.5242 2.3381 1.1803
C -0.9106 1.7873 -0.5522
C -0.7877 -2.6188 -1.4688
C 0.6785 -0.1109 -2.7428
H -0.5564 5.1187 -0.4194
H 1.2587 -0.4680 -3.6014
H -0.3756 -0.2588 -2.9691
H 3.9956 0.1010 -1.8146
H 3.9501 -2.6964 1.1240
H 3.0504 -1.7226 2.2705
H -4.7275 1.7786 -2.0865
H -3.5652 1.8054 -0.7616
H -1.1861 -2.5873 5.2917
H 0.9555 4.4126 1.4741
H -2.6150 -1.5346 5.5615
H 2.8037 1.3523 -1.5094
H -0.0243 -3.9240 1.0213
H -1.3710 0.9861 -1.1169
H -1.2808 -3.2335 -0.7176
H 0.8809 0.9577 -2.6563
H -3.4884 3.3092 -3.2679
H 1.1361 1.9794 1.9991
H -3.4038 0.2963 -3.1194
H 1.4709 -3.5958 1.9251
H -0.5262 -3.2781 -2.3038
H -0.9595 -0.8530 5.6959
H 1.5156 -4.5088 0.4194
H 3.8453 0.7649 -0.1936
H -1.5006 -1.8847 -1.8468
H 4.2171 -0.9492 1.1805
*
```

6.
The following is a DFT calculation (ωB97M-V/def2-TZVPD) of a single C19H26N2O4S molecule.

Output
* energy relative to the best compared isomer or geometry (same formula, charge and spin): 40.1 kcal per mole
* SMILES string: CC[C@@H](C)NC(=O)[C@H]1N2C(=O)c3c(ccc(OC)c3OC)[C@@H]2SC1(C)C
* HOMO-LUMO gap: 0.3251 Eh
* LUMO energy: 0.502 eV

The geometry in ORCA input format:
```
! RIJCOSX wB97M-V def2-TZVPD def2/J DEFGRID3
* xyz 0 1
S 0.7172 3.2322 0.5128
O 3.6093 -2.1729 0.6213
O 5.8107 -1.0741 0.1453
O -3.3470 1.0821 -0.1321
O 0.3792 -1.2342 1.0619
N 0.2119 0.7430 -0.0403
N -2.1275 -0.8288 -0.0796
C -1.8115 3.3554 1.6327
C -2.3042 0.4904 0.0608
C 1.0759 1.7724 -0.5447
C 3.6383 1.7662 -0.7417
C 7.0952 -0.5577 -0.1021
C -3.7315 -1.3952 -1.8357
C -5.2819 -2.9092 0.4419
C -4.2887 -1.7686 0.6207
C -1.6601 3.2453 -0.8600
C -3.1923 -1.7548 -0.4535
C 0.9155 -0.3302 0.4369
C -1.0762 2.7403 0.4534
C 2.5049 -3.0510 0.5829
C 2.4373 1.1904 -0.4260
C 3.4855 -0.8915 0.2385
C 2.3332 -0.1199 0.0858
C -1.0267 1.2041 0.5749
C 4.7985 1.0262 -0.5317
C 4.7350 -0.2713 -0.0597
H -5.8525 -2.7927 -0.4753
H 2.9253 -4.0474 0.7118
H -2.7332 3.0756 -0.8683
H -4.7649 -3.8663 0.4094
H -5.9812 -2.9263 1.2743
H -1.4666 4.3114 -0.9554
H 5.7504 1.4776 -0.7578
H -4.4389 -2.1466 -2.1728
H -2.9134 -1.3432 -2.5510
H 3.6889 2.7737 -1.1214
H -1.2817 -1.2296 0.3181
H 7.2231 -0.2798 -1.1536
H 7.3111 0.3079 0.5323
H -1.8288 4.4385 1.5402
H 1.7899 -2.8433 1.3795
H -2.8346 2.9852 1.6427
H -1.3273 3.0965 2.5720
H -1.2313 2.7318 -1.7174
H -0.9769 0.9378 1.6444
H 7.7848 -1.3638 0.1427
H -2.7249 -2.7452 -0.4969
H -3.8043 -1.8656 1.5958
H 1.9900 -2.9907 -0.3802
H -4.2255 -0.4288 -1.7983
H -4.8101 -0.8114 0.5982
H 0.8327 2.0563 -1.5751
*
```

7.
The following is a DFT calculation (ωB97M-V/def2-TZVPD) of a single C19H26N2O5 molecule.

Output
* energy relative to the best compared isomer or geometry (same formula, charge and spin): 17.4 kcal per mole
* SMILES string: CCOC(=O)C1CCN(C(=O)CCNC(=O)c2ccccc2OC)CC1
* HOMO-LUMO gap: 0.3441 Eh
* LUMO energy: 0.624 eV

The geometry in ORCA input format:
```
! RIJCOSX wB97M-V def2-TZVPD def2/J DEFGRID3
* xyz 0 1
O 2.2067 4.6191 -2.0648
O -2.1875 -4.2863 2.1187
O 3.0720 -2.1682 -1.1426
O -1.5950 -0.3862 1.0153
O 1.5494 2.8252 -3.2219
N 1.8998 -0.2671 -1.3904
N -0.5044 -2.2075 1.7597
C 3.0078 0.3831 -2.0618
C 1.1823 1.8210 -0.3533
C 1.9932 3.3097 -2.2121
C 2.0908 6.8993 -2.7765
C 0.7716 0.6190 -1.2080
C 2.0353 -1.5448 -0.9827
C 0.7456 -1.7919 1.1670
C -4.4012 -3.7240 2.9269
C -3.8791 -1.0703 2.4152
C -5.3606 -2.7634 3.1959
C -3.1608 -3.3684 2.4080
C 1.8781 5.4528 -3.1794
C -1.6223 -1.4721 1.5741
C 0.8365 -2.1966 -0.3117
C -2.4757 -5.6599 2.2479
C -2.8897 -2.0125 2.1521
C 2.3851 2.5644 -0.9510
C -5.1052 -1.4292 2.9390
C 3.5139 1.5618 -1.2341
H -0.0890 -1.9288 -0.8208
H 3.1260 7.0587 -2.4871
H 2.6676 0.7363 -3.0399
H 0.7951 -0.7046 1.2586
H 3.8937 1.1911 -0.2795
H -3.6512 -0.0395 2.1893
H 0.4534 0.9745 -2.1941
H -2.6674 -5.9345 3.2897
H -5.8535 -0.6789 3.1410
H 2.5168 5.1755 -4.0255
H -6.3123 -3.0694 3.6042
H 0.9742 -3.2768 -0.3842
H -0.0679 0.1228 -0.7257
H 1.4588 1.4768 0.6457
H 0.3294 2.4931 -0.2528
H 1.5692 -2.2354 1.7290
H 0.8371 5.2643 -3.4647
H 3.7974 -0.3583 -2.1949
H 1.4522 7.1512 -1.9343
H -1.5834 -6.1779 1.8990
H -3.3275 -5.9513 1.6272
H -4.6309 -4.7579 3.1299
H 2.7369 3.3185 -0.2401
H 4.3335 2.0535 -1.7604
H -0.5953 -3.1601 2.0733
H 1.8507 7.5500 -3.6123
*
```

8.
The following is a DFT calculation (ωB97M-V/def2-TZVPD) of a single C19H26N2O5S molecule.

Output
* energy relative to the best compared isomer or geometry (same formula, charge and spin): 26.2 kcal per mole
* SMILES string: COc1cccc(-c2nc(CS(=O)(=O)CC(=O)NCCC(C)C)c(C)o2)c1
* HOMO-LUMO gap: 0.3254 Eh
* LUMO energy: 0.448 eV

The geometry in ORCA input format:
```
! RIJCOSX wB97M-V def2-TZVPD def2/J DEFGRID3
* xyz 0 1
S -3.7455 1.2717 -2.3231
O 2.9825 -0.3784 3.6531
O -4.9551 1.7696 -2.9206
O -1.4166 1.0283 1.7450
O -3.0152 -1.4601 0.2710
O -2.6459 1.0026 -3.2158
N -0.9825 1.9223 -0.2260
N -1.9819 -1.2089 -1.7290
C -2.6005 1.3677 1.1933
C 0.4639 -1.1070 -1.8223
C 1.7693 -1.9019 -1.7132
C -2.9868 -1.0273 -0.8665
C 0.9307 1.1956 1.1262
C 3.6367 0.8494 1.6486
C 4.3323 -0.6159 3.9723
C -0.4761 1.3854 0.8466
C -3.2543 2.4873 -1.0366
C 1.8819 1.7238 0.2495
C -4.1730 -0.2782 -1.4577
C 3.2214 1.5458 0.5225
C -3.8496 1.0751 1.9324
C 1.3357 0.5000 2.2572
C -2.3367 1.9245 -0.0347
C -0.7602 -1.9045 -1.3839
C 2.0689 -2.3054 -0.2717
C 2.9220 -1.0700 -2.2714
C 2.6925 0.3210 2.5245
H -4.8961 -0.0283 -0.6868
H -3.7280 1.3289 2.9833
H 3.8506 -1.6356 -2.2421
H -0.7599 -2.8838 -1.8792
H 3.0360 -2.8006 -0.2153
H 0.3210 -0.8090 -2.8641
H 4.6924 0.7264 1.8299
H 1.6718 -2.8120 -2.3168
H 4.8336 -1.1960 3.1909
H 0.6107 0.0838 2.9376
H -4.6555 -0.8833 -2.2238
H 4.8773 0.3187 4.1396
H -2.7749 3.2876 -1.5949
H 2.7273 -0.7841 -3.3022
H 3.9659 1.9532 -0.1454
H -0.7739 -2.0623 -0.3035
H 1.3171 -2.9906 0.1096
H 1.5472 2.2621 -0.6218
H 4.3186 -1.1932 4.8952
H -4.1943 2.8220 -0.6081
H -1.9879 -0.6715 -2.5902
H 3.0486 -0.1667 -1.6796
H 2.0944 -1.4267 0.3679
H -4.6796 1.6381 1.5145
H -4.0591 0.0066 1.8628
H 0.5384 -0.1964 -1.2272
*
```

Which of these has the highest energy relative to the best compared isomer or geometry (same formula, charge and spin)?
C19H26N2O4S